(1)
Density functional theory data (the ωB97M-V functional and the def2-TZVPD basis) for 10 unconnected molecules or ions with the total composition C30H45Cl30F5N2O5PS2 at a distorted geometry.

```
120
C30H45Cl30F5N2O5PS2 (the ωB97M-V functional and the def2-TZVPD basis)
C -0.70 -7.15 -2.44
O -0.90 -7.27 -0.97
C -2.17 -6.62 -0.59
C -2.27 -6.15 0.98
C -0.81 -5.88 1.71
C 0.17 -4.82 0.98
C 0.54 -3.42 1.76
C -0.91 -2.73 2.12
F -1.96 -2.99 1.06
F -1.54 -3.30 3.37
C -0.96 -1.13 2.39
F -0.79 -0.24 1.22
F -2.39 -0.87 2.81
F -0.19 -0.67 3.61
C 1.29 -2.59 0.50
N 0.37 -2.23 -0.65
C 1.02 -2.24 -1.85
C 1.45 -0.79 -2.53
C 1.41 -3.58 -2.74
O 1.94 -1.35 0.90
C 3.15 -1.72 1.64
C 3.70 -0.24 2.20
C 2.54 0.70 2.87
C 3.10 2.23 3.24
C 1.76 3.01 3.87
S 1.52 4.75 3.21
O 2.76 5.25 2.43
O 1.32 5.71 4.42
Cl -0.17 4.89 1.98
P 4.60 -2.23 0.43
O 4.56 -3.91 0.04
Cl 6.51 -1.98 1.40
C 2.89 -2.87 2.70
Cl 3.44 -2.21 4.39
N 1.52 -3.48 2.89
C 1.73 -4.78 3.62
C 0.79 -4.98 4.98
C 1.12 -3.95 6.20
S -0.03 -4.13 7.69
H 0.44 -7.40 -2.65
H -0.88 -6.06 -2.86
H -1.41 -7.93 -3.00
H -3.13 -7.26 -0.83
H -2.28 -5.62 -1.24
H -2.72 -7.09 1.56
H -3.05 -5.29 1.13
H -1.04 -5.72 2.84
H -0.27 -6.94 1.66
H -0.23 -4.69 -0.12
H 1.23 -5.36 0.84
H 2.02 -3.41 0.04
H 2.38 -0.38 -1.94
H 0.55 -0.01 -2.48
H 1.75 -0.90 -3.67
H 2.33 -3.37 -3.47
H 1.70 -4.51 -2.08
H 0.50 -3.90 -3.44
H 4.71 -0.31 2.80
H 4.00 0.32 1.19
H 1.59 0.87 2.21
H 2.16 0.27 3.92
H 3.92 2.12 4.10
H 3.52 2.75 2.27
H 0.78 2.40 3.54
H 1.77 2.98 5.04
H 4.39 -4.08 -0.94
H 3.68 -3.74 2.48
H 1.08 -2.85 3.64
H 2.83 -4.90 4.09
H 1.63 -5.77 3.02
H 1.10 -6.07 5.38
H -0.35 -5.04 4.78
H 0.98 -2.82 5.84
H 2.26 -4.01 6.54
H -1.18 -3.33 7.55
C -5.37 -3.69 -0.93
Cl -4.08 -4.30 -1.99
Cl -6.15 -2.28 -1.64
Cl -6.56 -4.96 -0.60
H -4.91 -3.39 0.02
C 0.80 7.52 7.17
Cl 0.16 9.15 6.92
Cl 2.18 7.56 8.28
Cl -0.46 6.44 7.79
H 1.14 7.13 6.21
C 3.42 8.49 1.21
Cl 5.12 8.61 1.66
Cl 2.41 9.42 2.33
Cl 3.18 9.05 -0.46
H 3.12 7.44 1.26
C -8.68 0.97 -2.22
Cl -7.40 0.36 -3.28
Cl -9.46 2.39 -2.94
Cl -9.87 -0.30 -1.90
H -8.23 1.27 -1.27
C -1.10 8.95 -0.46
Cl -2.83 9.06 -0.08
Cl -0.25 8.01 0.78
Cl -0.86 8.23 -2.06
H -0.68 9.96 -0.47
C -1.54 8.54 -6.12
Cl -0.26 7.93 -7.18
Cl -2.32 9.96 -6.84
Cl -2.73 7.27 -5.80
H -1.09 8.84 -5.17
C 1.40 -7.07 -5.63
Cl 1.03 -5.38 -6.01
Cl 2.42 -7.17 -4.19
Cl -0.10 -7.99 -5.40
H 1.94 -7.50 -6.48
C -7.00 6.52 -6.79
Cl -6.62 5.71 -5.27
Cl -6.22 8.11 -6.86
Cl -6.50 5.53 -8.17
H -8.08 6.67 -6.85
C 3.03 8.42 -9.93
Cl 4.31 7.82 -10.99
Cl 2.24 9.84 -10.64
Cl 1.84 7.15 -9.60
H 3.48 8.72 -8.98
```

Computed properties:
HOMO: -11.7 eV
HOMO-LUMO gap: 0.302 Eh
net charge: +1
E: -17097.7804 Eh

(2)
Density functional theory data (the ωB97M-V functional and the def2-TZVPD basis) for a molecular structure, C30H45F18N8O12S4 at a distorted geometry.

```
117
C30H45F18N8O12S4 (the ωB97M-V functional and the def2-TZVPD basis)
C -3.47 2.09 2.42
C -2.01 1.77 2.69
N -1.10 2.79 2.26
C -1.13 4.07 2.61
C -0.20 4.74 1.79
N 0.36 3.78 0.99
C -0.15 2.56 1.28
C 1.30 4.09 -0.10
H -3.78 3.07 2.80
H -4.09 1.33 2.87
H -3.71 1.99 1.36
H -1.77 0.81 2.19
H -1.86 1.69 3.74
H -1.77 4.38 3.42
H 0.14 5.76 1.64
H 0.04 1.61 0.72
H 2.00 3.26 -0.19
H 1.84 5.02 0.06
H 0.82 4.25 -1.04
C 1.99 -3.25 5.86
C 2.49 -3.49 4.41
N 1.68 -2.83 3.36
C 1.36 -1.52 3.22
C 0.56 -1.31 2.15
N 0.44 -2.54 1.58
C 1.14 -3.48 2.28
C -0.35 -2.79 0.37
H 1.90 -2.19 6.09
H 2.60 -3.75 6.62
H 1.08 -3.79 6.09
H 2.48 -4.55 4.12
H 3.53 -3.24 4.30
H 1.86 -0.91 3.95
H 0.08 -0.40 1.78
H 1.18 -4.54 2.03
H -1.38 -2.43 0.50
H -0.36 -3.86 0.15
H 0.08 -2.35 -0.53
C 2.57 2.38 3.53
C 4.06 2.21 3.77
N 4.67 1.00 3.31
C 5.72 0.41 3.92
C 6.02 -0.66 3.07
N 5.14 -0.66 1.99
C 4.31 0.41 2.17
C 5.03 -1.62 0.87
H 2.31 2.29 2.49
H 2.39 3.36 3.97
H 2.00 1.63 4.08
H 4.34 2.37 4.81
H 4.60 3.04 3.29
H 6.17 0.67 4.86
H 6.79 -1.41 3.16
H 3.36 0.72 1.45
H 6.00 -1.93 0.50
H 4.45 -1.14 0.09
H 4.48 -2.49 1.21
C -4.72 -3.11 0.40
F -5.88 -2.96 -0.18
F -4.67 -4.33 0.95
F -3.74 -2.97 -0.51
S -4.41 -1.73 1.75
O -2.96 -1.74 1.93
O -4.92 -0.52 1.12
N -5.26 -2.27 3.01
S -5.64 -1.41 4.26
O -4.49 -0.83 4.96
O -6.84 -0.62 4.08
C -6.03 -2.84 5.43
F -7.10 -3.63 5.02
F -4.94 -3.67 5.49
F -6.28 -2.48 6.68
C -2.86 -1.28 -9.09
F -4.08 -0.94 -9.62
F -2.87 -2.57 -8.67
F -1.88 -1.04 -9.94
S -2.41 0.04 -7.57
O -1.06 -0.30 -7.29
O -2.94 1.27 -8.13
N -3.44 -0.37 -6.37
S -3.00 -0.99 -4.99
O -2.79 -2.42 -5.03
O -2.10 -0.19 -4.18
C -4.71 -0.84 -4.07
F -5.01 0.46 -3.85
F -5.75 -1.41 -4.76
F -4.59 -1.47 -2.90
C 2.91 2.81 -4.65
O 2.17 2.08 -5.69
O 3.96 3.41 -5.15
C 1.83 3.78 -4.05
F 0.62 3.19 -3.60
F 2.34 4.43 -2.96
F 1.50 4.74 -4.92
C 1.65 0.84 -5.30
C 2.65 -0.24 -5.65
H 3.63 -0.07 -5.22
H 2.20 -1.20 -5.39
H 2.84 -0.32 -6.71
H 0.74 0.64 -5.86
H 1.45 0.76 -4.22
H 3.21 2.07 -3.86
C 1.72 0.50 -0.49
O 0.26 0.31 -0.32
O 2.25 0.60 0.71
C 2.31 -0.68 -1.43
F 3.44 -0.19 -1.99
F 2.64 -1.75 -0.68
F 1.45 -1.13 -2.35
C -0.56 0.81 -1.43
C -2.03 0.51 -1.11
H -2.32 0.96 -0.14
H -2.74 0.80 -1.88
H -2.07 -0.55 -0.82
H -0.38 0.31 -2.37
H -0.35 1.87 -1.60
H 1.85 1.45 -1.13
```

Computed properties:
HOMO: -3.8 eV
HOMO-LUMO gap: 0.151 Eh
net charge: -1
E: -5901.2448 Eh

(3)
Density functional theory data (the ωB97M-V functional and the def2-TZVPD basis) for a molecular structure, C30H45Ge2N4O3V at a distorted geometry.

```
85
C30H45Ge2N4O3V (the ωB97M-V functional and the def2-TZVPD basis)
V -0.74 0.67 -0.33
C -2.28 3.07 0.95
O -1.02 2.41 0.77
C -0.05 2.78 1.77
C 1.29 2.34 1.26
O 1.17 0.98 0.82
C 1.90 0.02 1.64
C 1.39 -0.07 3.05
O 0.03 -0.41 3.05
C -0.44 -0.75 4.35
H -2.16 4.14 0.77
H -2.64 2.89 1.97
H -2.98 2.66 0.23
H -0.32 2.28 2.71
H -0.08 3.86 1.90
H 2.05 2.43 2.03
H 1.60 2.93 0.39
H 2.95 0.32 1.65
H 1.81 -0.93 1.11
H 1.55 0.87 3.59
H 2.00 -0.83 3.56
H 0.18 -1.52 4.81
H -1.45 -1.13 4.24
H -0.46 0.13 5.01
C 3.67 -1.22 -2.07
Ge 3.31 0.70 -2.26
C 3.94 1.35 -3.97
C 4.25 1.64 -0.82
Ge 0.90 1.09 -2.28
C 0.48 3.02 -2.14
C 1.53 3.94 -2.07
C 1.28 5.31 -2.02
C -0.02 5.79 -2.04
C -1.08 4.89 -2.12
C -0.82 3.52 -2.17
C 0.30 0.53 -4.06
C 0.71 -0.71 -4.55
C 0.29 -1.16 -5.79
C -0.55 -0.38 -6.57
C -0.96 0.86 -6.10
C -0.55 1.31 -4.85
H 4.67 -1.35 -1.64
H 3.65 -1.71 -3.04
H 2.95 -1.71 -1.41
H 4.96 0.99 -4.13
H 3.95 2.44 -4.00
H 3.31 0.99 -4.79
H 5.30 1.70 -1.10
H 4.19 1.08 0.12
H 3.89 2.65 -0.65
H 2.56 3.61 -2.07
H 2.11 6.01 -1.99
H -0.21 6.85 -2.01
H -2.10 5.25 -2.16
H -1.67 2.85 -2.27
H 1.38 -1.33 -3.96
H 0.63 -2.12 -6.16
H -0.87 -0.72 -7.54
H -1.60 1.49 -6.71
H -0.87 2.29 -4.52
N -3.64 -4.23 1.97
C -2.94 -3.18 1.54
C -3.38 -1.85 1.75
C -2.64 -0.81 1.27
N -1.49 -0.96 0.58
C -1.06 -2.22 0.40
C -1.73 -3.33 0.84
H -4.48 -4.12 2.51
H -3.30 -5.17 1.84
H -4.29 -1.66 2.30
H -2.97 0.21 1.45
H -0.12 -2.33 -0.13
H -1.31 -4.31 0.66
C -5.34 0.56 -3.62
N -4.07 0.18 -3.00
C -3.30 -0.91 -3.31
C -2.19 -0.83 -2.55
N -2.25 0.32 -1.77
C -3.41 0.89 -2.08
H -5.82 -0.34 -3.99
H -5.17 1.24 -4.45
H -5.98 1.02 -2.88
H -3.60 -1.63 -4.05
H -1.34 -1.50 -2.53
H -3.79 1.80 -1.66
```

Computed properties:
HOMO (spin up / spin down): -13.3 / -12.5 eV
HOMO-LUMO gap (spin up / spin down): 0.259 / 0.282 Eh
spin multiplicity: 3
net charge: +2
E: -6712.2514 Eh

(4)
Density functional theory data (the ωB97M-V functional and the def2-TZVPD basis) for a molecular structure, C30H45NO2OsP2 at a distorted geometry.

```
81
C30H45NO2OsP2 (the ωB97M-V functional and the def2-TZVPD basis)
P -2.56 -3.54 -2.85
P -3.79 -3.00 -0.21
C -3.61 -4.82 -2.04
C -4.74 -4.16 -1.28
H -2.94 -5.40 -1.38
H -3.97 -5.45 -2.86
H -5.44 -3.57 -1.89
H -5.30 -4.90 -0.69
C -3.65 -4.50 1.10
H -3.31 -4.11 2.07
H -2.95 -5.28 0.77
H -4.64 -4.96 1.27
C -5.20 -2.51 0.94
H -5.96 -3.30 0.99
H -5.66 -1.60 0.55
H -4.83 -2.33 1.97
C -1.55 -4.59 -3.87
H -0.78 -3.99 -4.37
H -2.26 -5.03 -4.59
H -1.10 -5.35 -3.22
C -4.21 -2.65 -4.06
H -5.17 -2.40 -3.61
H -4.38 -3.52 -4.73
H -3.87 -1.79 -4.70
Os -2.66 -1.51 -2.80
C -3.04 -0.91 3.76
C -2.37 -2.21 3.66
C -0.89 -2.49 4.02
C -0.36 -3.52 2.95
C -1.06 -3.06 1.69
C -2.03 -2.22 2.14
C -2.43 -0.94 1.46
C -2.65 0.02 2.68
C -1.17 0.05 -2.90
H -3.56 -0.62 4.67
H -3.06 -3.02 4.01
H -0.77 -2.76 5.08
H -0.29 -1.57 3.89
H 0.73 -3.52 2.92
H -0.64 -4.52 3.29
H -0.81 -3.41 0.69
H -3.84 -0.80 -1.87
H -3.39 -0.90 0.91
H -1.68 -0.58 0.75
H -1.67 0.45 2.93
H -3.35 0.82 2.42
H -1.21 0.22 -1.82
H -1.30 1.04 -3.39
H -0.11 -0.23 -3.07
C 1.18 6.49 1.41
C 1.91 5.61 0.44
C 2.65 6.20 -0.59
C 3.33 5.42 -1.52
C 3.28 4.03 -1.43
C 2.58 3.42 -0.38
N 2.59 2.04 -0.35
C 2.80 1.21 0.72
C 3.41 1.62 1.92
C 3.39 0.76 3.02
C 2.77 -0.50 2.92
C 2.24 -0.93 1.70
C 2.32 -0.12 0.57
C 1.70 -0.54 -0.74
O 2.07 0.05 -1.81
O 0.85 -1.46 -0.62
C 1.85 4.21 0.54
C 1.01 3.59 1.62
H 0.09 6.31 1.40
H 1.52 6.33 2.45
H 1.33 7.54 1.17
H 2.67 7.29 -0.65
H 3.90 5.89 -2.32
H 3.80 3.39 -2.14
H 2.48 1.50 -1.25
H 3.86 2.61 1.98
H 3.84 1.07 3.96
H 2.69 -1.16 3.79
H 1.76 -1.90 1.60
H 0.09 4.17 1.78
H 0.72 2.57 1.37
H 1.55 3.57 2.58
```

Computed properties:
HOMO (spin up / spin down): -11.7 / -12.5 eV
energy above the lowest of the compared OMol25 structures with the same formula, charge and spin: 2.321 eV
HOMO-LUMO gap (spin up / spin down): 0.084 / 0.107 Eh
spin multiplicity: 5
net charge: +2
E: -2147.7401 Eh

net charge of number 4 (C30H45NO2OsP2)? +2

Look up the E of the third one. -6712.2514 Eh

The lowest E belongs to which entry? C30H45Cl30F5N2O5PS2